[1]
Here is a structure of composition C32H34N7O2RuS3 at a distorted geometry from the Open Molecules 2025 dataset. Energies are from ωB97M-V with the def2-TZVPD basis set.

The energy is -3062.94258 Eh. The calculation puts the HOMO energy (spin up / spin down) at -7.0 / -6.9 eV. Its energy above the lowest of the compared OMol25 structures with the same formula, charge and spin is 7.8 kcal per mole. As for the multiplicity: 2. As for the frontier orbital gap (spin up / spin down): 0.2325 / 0.1982 hartree. The LUMO energy (spin up / spin down) is -0.675 / -1.478 eV. The expectation value of S² is 0.775.

Last column: Mulliken charge in e.
Cartesian coordinates (Å):
Ru1 0.274 0.625 0.284  -0.758
C1 3.192 -0.196 -2.514  -1.263
C2 3.400 1.059 -1.664  -0.352
C3 3.580 0.831 -0.171  -1.604
N1 2.403 0.561 0.671  0.744
C4 2.670 0.323 1.943  1.648
C5 4.003 0.303 2.457  -1.277
C6 4.502 -0.083 3.678  -0.682
C7 3.862 -0.589 4.806  -0.663
C8 2.504 -0.701 4.987  -0.643
C9 1.483 -0.278 4.147  -0.260
C10 1.500 0.227 2.838  -0.073
N2 0.377 0.660 2.271  0.544
C11 -0.616 1.357 3.079  -1.262
C12 -0.955 2.732 2.455  -0.867
C13 0.171 3.315 1.594  -1.016
N3 0.245 2.624 0.310  0.581
C14 0.326 3.256 -0.841  1.403
C15 0.684 4.620 -0.957  -1.078
C16 0.769 5.431 -2.071  -0.652
C17 0.368 5.189 -3.377  -0.539
C18 -0.163 4.012 -3.875  -0.438
C19 -0.211 2.762 -3.290  -0.826
C20 0.179 2.342 -1.995  0.053
N4 0.378 1.065 -1.700  1.144
C21 0.700 0.143 -2.800  -1.443
C22 1.807 -0.829 -2.404  -0.064
H1 3.946 -0.940 -2.233  0.465
H2 3.377 0.069 -3.560  0.388
H3 2.614 1.789 -1.837  -0.197
H4 4.333 1.523 -1.995  0.539
H5 4.066 1.732 0.222  0.620
H6 4.289 0.003 -0.059  0.664
H7 4.776 0.602 1.770  0.444
H8 5.583 -0.025 3.747  0.343
H9 4.491 -0.905 5.630  0.333
H10 2.183 -1.133 5.929  0.359
H11 0.486 -0.404 4.551  0.462
H12 -0.223 1.522 4.082  0.714
H13 -1.532 0.763 3.163  0.170
H14 -1.174 3.434 3.262  0.468
H15 -1.844 2.654 1.833  0.293
H16 1.127 3.218 2.119  0.112
H17 -0.037 4.373 1.449  0.697
H18 0.989 5.096 -0.035  0.306
H19 1.166 6.421 -1.877  0.333
H20 0.465 6.014 -4.072  0.334
H21 -0.534 4.056 -4.894  0.377
H22 -0.608 1.972 -3.914  0.465
H23 1.043 0.713 -3.668  0.887
H24 -0.190 -0.409 -3.093  0.216
H25 1.749 -1.705 -3.052  0.462
H26 1.648 -1.167 -1.383  -0.293
S1 -2.898 1.358 -0.612  -0.044
C23 -1.764 0.661 0.128  0.319
N5 -6.848 -5.079 0.450  -0.528
C24 -5.793 -4.438 -0.177  1.104
C25 -5.658 -3.047 -0.090  -0.784
C26 -4.637 -2.399 -0.756  -0.373
C27 -3.733 -3.135 -1.513  -0.414
C28 -3.847 -4.514 -1.603  -0.281
C29 -4.873 -5.163 -0.939  -0.752
S2 -2.421 -2.298 -2.339  1.352
O1 -3.002 -1.238 -3.120  -0.770
O2 -1.625 -3.296 -3.012  -0.721
N6 -1.568 -1.563 -1.183  -0.189
C30 -0.757 -2.193 -0.345  0.161
S3 -0.787 -3.908 0.055  -0.147
C31 0.424 -3.662 1.261  -0.499
C32 0.782 -2.373 1.296  -1.110
N7 0.142 -1.526 0.404  0.773
H27 -7.337 -4.579 1.169  0.203
H28 -6.789 -6.073 0.571  0.206
H29 -6.369 -2.479 0.502  0.285
H30 -4.529 -1.322 -0.694  0.286
H31 -3.121 -5.063 -2.191  0.519
H32 -4.970 -6.242 -1.008  0.270
H33 0.816 -4.476 1.851  0.473
H34 1.543 -1.983 1.947  0.341

***

[2]
Here is a structure of composition C32H35AsCsN7O4S4Sb at a distorted geometry from the Open Molecules 2025 dataset. Energies are from ωB97M-V with the def2-TZVPD basis set.

The energy is -6013.74066 Eh. Its charge is -2. The calculation puts the HOMO energy (spin up / spin down) at -0.8 / -3.3 eV. Its energy above the lowest of the compared OMol25 structures with the same formula, charge and spin is 20.6 kcal per mole. As for the multiplicity: 2. As for the frontier orbital gap (spin up / spin down): 0.1584 / 0.2499 hartree. The LUMO energy (spin up / spin down) is 3.542 / 3.542 eV. The expectation value of S² is 0.783.

Last column: Mulliken charge in e.
Cartesian coordinates (Å):
Cs1 -0.014 0.411 0.024  1.376
O1 -0.965 8.172 2.497  -0.531
C1 -1.977 7.846 1.632  0.674
O2 -2.699 8.743 1.254  -0.649
C2 -2.173 6.427 1.348  0.894
C3 -3.203 6.058 0.466  -0.929
C4 -3.451 4.750 0.139  -0.413
C5 -2.674 3.687 0.686  0.386
C6 -1.623 4.073 1.562  -0.644
C7 -1.389 5.383 1.885  -0.737
N1 -2.829 2.370 0.436  -0.209
C8 -3.956 1.936 -0.115  -0.687
C9 -4.139 0.603 -0.577  0.651
C10 -5.395 0.199 -1.095  -0.968
C11 -5.554 -1.071 -1.591  -0.121
C12 -4.467 -1.949 -1.579  -1.013
C13 -3.274 -1.485 -1.038  -0.128
N2 -3.102 -0.270 -0.541  0.020
H1 -0.487 7.370 2.734  0.274
H2 -3.797 6.849 0.025  0.399
H3 -4.226 4.532 -0.583  0.304
H4 -1.014 3.286 1.993  0.734
H5 -0.572 5.573 2.576  0.049
H6 -4.831 2.586 -0.195  0.174
H7 -6.216 0.907 -1.101  0.309
H8 -6.511 -1.383 -1.995  0.380
H9 -4.531 -2.950 -1.982  0.393
H10 -2.398 -2.128 -1.015  0.423
S1 -0.319 -3.243 -3.244  -0.597
Sb1 1.329 -1.774 -2.941  1.080
S2 3.427 -2.575 -3.169  -0.723
S3 0.967 0.424 -3.132  -0.498
O3 0.087 -2.488 -0.096  -0.201
S4 0.665 -2.584 1.282  0.214
C14 -0.450 -3.680 2.155  0.251
C15 -1.335 -4.463 1.431  -0.321
C16 -2.216 -5.282 2.120  -0.771
C17 -2.201 -5.310 3.509  -0.400
C18 -1.313 -4.514 4.218  -0.641
C19 -0.431 -3.684 3.541  -0.260
C20 2.082 -3.662 1.150  0.242
C21 2.306 -4.327 -0.042  -0.201
C22 3.455 -5.094 -0.171  -0.733
C23 4.347 -5.194 0.887  -0.517
C24 4.104 -4.521 2.078  -0.706
C25 2.969 -3.737 2.213  -0.283
H11 -1.332 -4.396 0.350  0.415
H12 -2.922 -5.892 1.572  0.384
H13 -2.898 -5.947 4.040  0.367
H14 -1.310 -4.517 5.301  0.459
H15 0.244 -3.046 4.100  0.221
H16 1.604 -4.219 -0.860  0.443
H17 3.656 -5.589 -1.111  0.432
H18 5.245 -5.790 0.780  0.355
H19 4.808 -4.591 2.899  0.411
H20 2.784 -3.177 3.123  0.477
C26 5.982 -1.239 0.011  -1.123
N3 4.634 -1.052 -0.457  0.228
C27 3.580 -0.787 0.349  -0.650
N4 3.830 -0.475 1.655  0.025
O4 2.421 -0.839 -0.070  0.304
H21 6.604 -1.519 -0.837  0.374
H22 6.056 -2.030 0.765  0.314
H23 6.397 -0.315 0.429  0.300
H24 4.363 -1.446 -1.358  -0.144
H25 4.758 -0.199 1.925  0.211
H26 3.058 -0.005 2.134  0.092
C28 2.614 3.505 -1.770  -1.221
As1 2.561 2.628 -0.013  0.323
C29 2.087 4.225 1.024  -1.213
C30 4.502 2.717 0.319  -1.294
H27 3.196 4.428 -1.727  0.387
H28 1.597 3.731 -2.091  0.331
H29 3.046 2.815 -2.494  0.354
H30 2.772 5.047 0.808  0.472
H31 2.119 3.978 2.085  0.373
H32 1.071 4.524 0.769  0.242
H33 4.884 3.718 0.110  0.492
H34 5.005 1.992 -0.322  0.301
H35 4.700 2.464 1.361  0.307
N5 1.335 -1.907 6.106  -0.701
C31 1.166 -0.828 5.707  0.636
N6 0.958 0.426 5.341  -0.814
C32 1.277 0.649 4.086  0.537
N7 1.537 0.927 2.984  -0.751

***

[3]
Here is a structure of composition C32H35BBrCdN7O6 at a distorted geometry from the Open Molecules 2025 dataset. Energies are from ωB97M-V with the def2-TZVPD basis set.

The energy is -4842.04944 Eh. Its charge is -2. The calculation puts the HOMO energy at -3.3 eV. As for the frontier orbital gap: 0.2678 hartree. The LUMO energy is 3.979 eV.

Last column: Mulliken charge in e.
Cartesian coordinates (Å):
Cd1 0.085 -0.563 -0.549  3.381
C1 -0.614 4.074 -3.342  -1.893
C2 -0.367 2.683 -2.755  1.319
C3 -1.701 1.998 -2.464  -0.808
C4 0.503 2.712 -1.529  -0.546
C5 1.016 3.806 -0.819  -0.718
C6 1.817 3.245 0.152  -1.051
N1 1.779 1.911 0.018  0.741
N2 0.977 1.585 -1.000  -0.332
B1 2.644 0.910 0.798  -0.307
N3 1.790 0.162 1.840  0.749
C7 2.000 0.000 3.155  -0.614
C8 0.947 -0.725 3.675  -1.100
C9 0.110 -0.979 2.578  -0.754
N4 0.651 -0.432 1.502  1.013
C10 -1.208 -1.689 2.500  2.877
C11 -2.299 -0.890 3.217  -1.543
C12 -1.121 -3.119 3.033  -1.930
N5 3.271 -0.088 -0.181  -0.265
C13 4.563 -0.456 -0.181  -0.237
C14 4.750 -1.362 -1.197  -1.587
C15 3.481 -1.500 -1.785  0.103
N6 2.613 -0.718 -1.160  0.425
C16 3.169 -2.415 -2.929  0.745
C17 3.212 -3.861 -2.427  -1.377
C18 1.819 -2.119 -3.572  -1.393
H1 -1.218 3.985 -4.245  0.471
H2 0.322 4.569 -3.601  0.416
H3 -1.161 4.695 -2.635  0.297
H4 0.166 2.074 -3.500  0.236
H5 -2.253 2.545 -1.704  0.234
H6 -1.511 0.985 -2.107  -0.327
H7 -2.308 1.947 -3.365  0.543
H8 0.822 4.849 -0.978  0.412
H9 2.396 3.714 0.924  0.633
H10 3.519 1.491 1.363  -0.232
H11 2.867 0.404 3.641  0.516
H12 0.807 -1.034 4.690  0.508
H13 -1.471 -1.736 1.438  -1.666
H14 -2.034 -0.718 4.261  0.325
H15 -3.242 -1.432 3.177  0.472
H16 -2.433 0.066 2.719  0.199
H17 -0.875 -3.132 4.095  0.364
H18 -0.366 -3.674 2.481  0.414
H19 -2.077 -3.620 2.893  0.438
H20 5.260 -0.047 0.523  0.487
H21 5.661 -1.856 -1.470  0.456
H22 3.962 -2.291 -3.686  0.406
H23 2.389 -4.044 -1.744  0.204
H24 4.142 -4.053 -1.898  0.385
H25 3.123 -4.558 -3.258  0.400
H26 1.024 -2.284 -2.849  -0.038
H27 1.658 -2.787 -4.418  0.483
H28 1.772 -1.087 -3.920  0.341
O1 -6.172 -4.255 -0.851  -0.740
C19 -5.029 -4.725 -0.789  0.490
O2 -4.662 -5.898 -0.654  -0.725
C20 -3.864 -3.677 -0.920  0.100
C21 -4.104 -2.327 -1.154  -0.935
C22 -3.039 -1.452 -1.281  -0.357
N7 -1.766 -1.839 -1.169  -0.202
C23 -1.525 -3.136 -0.935  0.484
C24 -2.537 -4.076 -0.825  -0.745
C25 -0.074 -3.564 -0.706  0.166
O3 0.227 -4.741 -0.893  -0.792
O4 0.709 -2.654 -0.308  -0.970
H29 -5.122 -1.973 -1.229  0.483
H30 -3.208 -0.397 -1.465  0.294
H31 -2.296 -5.115 -0.651  0.568
Br1 -2.892 5.464 0.772  -0.187
C26 -1.463 4.702 1.764  -0.091
C27 -0.680 5.581 2.496  -0.531
C28 0.388 5.097 3.228  -0.562
C29 0.627 3.733 3.269  -0.588
C30 -0.178 2.873 2.548  0.024
C31 -1.217 3.341 1.753  -0.005
C32 -1.997 2.339 0.853  0.113
O5 -3.059 2.748 0.377  -0.801
O6 -1.449 1.234 0.693  -0.636
H32 -0.908 6.638 2.489  0.393
H33 1.031 5.790 3.757  0.367
H34 1.444 3.337 3.856  0.412
H35 -0.012 1.809 2.571  0.694

***

[4]
Here is a structure of composition C32H35Br63F4N4O at a distorted geometry from the Open Molecules 2025 dataset. Energies are from ωB97M-V with the def2-TZVPD basis set.

The energy is -164096.62655 Eh. The calculation puts the HOMO energy at -9.3 eV. As for the frontier orbital gap: 0.3256 hartree. The LUMO energy is -0.479 eV.

Last column: Mulliken charge in e.
Cartesian coordinates (Å):
N1 -2.324 3.338 2.742  -0.564
C1 -2.494 2.847 1.722  -0.563
C2 -2.576 2.190 0.433  1.443
N2 -2.305 3.249 -0.576  -0.419
C3 -1.575 1.028 0.271  -0.499
C4 -1.068 0.374 1.571  -1.254
C5 -1.713 -0.914 1.963  0.774
F1 -2.416 -0.971 3.101  -0.431
C6 -1.605 -2.009 1.223  0.038
F2 -0.543 -2.288 0.491  -0.248
F3 -2.539 -2.942 1.181  -0.081
C7 -4.074 1.801 0.172  1.843
F4 -4.803 2.895 0.504  -0.465
C8 -4.244 1.585 -1.270  -0.682
N3 -4.320 1.488 -2.410  -0.608
C9 -4.460 0.563 0.967  -0.809
C10 -5.954 0.283 1.119  -0.622
O1 -6.685 1.318 1.714  -0.574
C11 -6.641 -0.142 -0.178  -0.749
N4 -7.213 0.975 -0.934  -0.516
H1 -1.562 3.827 -0.204  0.181
H2 -1.928 2.811 -1.406  0.189
H3 -2.043 0.262 -0.334  0.447
H4 -0.727 1.352 -0.302  0.498
H5 -0.029 0.113 1.419  0.402
H6 -1.083 1.033 2.429  0.414
H7 -4.000 0.588 1.945  0.667
H8 -4.056 -0.285 0.432  0.262
H9 -6.024 -0.583 1.773  0.549
H10 -6.625 1.245 2.666  0.400
H11 -5.996 -0.780 -0.771  0.141
H12 -7.462 -0.772 0.138  0.570
H13 -6.695 1.103 -1.790  0.144
H14 -8.169 0.767 -1.157  0.258
C12 -0.952 0.353 -4.876  -0.310
Br1 -2.522 -0.524 -4.193  0.043
Br2 0.244 0.973 -3.499  0.037
Br3 -0.014 -0.742 -6.154  -0.041
H15 -1.289 1.229 -5.406  0.239
C13 -3.069 -5.684 1.815  0.076
Br4 -4.592 -6.620 2.538  -0.024
Br5 -1.916 -5.051 3.220  -0.036
Br6 -2.110 -6.774 0.558  -0.001
H16 -3.445 -4.828 1.276  -0.060
C14 -1.025 7.370 -0.642  -0.357
Br7 -0.195 6.402 0.797  -0.081
Br8 0.151 8.729 -1.338  -0.059
Br9 -1.624 6.182 -2.028  0.019
H17 -1.893 7.869 -0.241  0.417
C15 0.525 4.027 -7.028  -0.284
Br10 -1.219 4.566 -6.415  -0.029
Br11 0.556 3.743 -8.927  -0.008
Br12 1.871 5.286 -6.479  0.066
H18 0.757 3.081 -6.562  0.254
C16 1.920 -1.455 5.506  -0.518
Br13 3.173 -1.586 4.051  0.050
Br14 1.090 0.277 5.581  0.051
Br15 0.658 -2.900 5.451  0.128
H19 2.478 -1.556 6.424  0.322
C17 5.423 -2.889 1.259  -0.291
Br16 6.836 -1.642 0.899  0.114
Br17 3.783 -2.304 0.444  0.054
Br18 5.895 -4.683 0.756  -0.041
H20 5.267 -2.887 2.328  0.172
C18 6.764 1.726 -1.309  -0.036
Br19 5.231 2.493 -0.441  0.057
Br20 7.114 2.570 -3.004  -0.077
Br21 8.322 1.727 -0.180  0.166
H21 6.521 0.694 -1.517  0.035
C19 8.618 -2.650 -2.426  0.156
Br22 10.012 -1.377 -2.794  0.029
Br23 6.953 -2.130 -3.238  -0.090
Br24 9.124 -4.438 -2.938  -0.061
H22 8.465 -2.658 -1.356  -0.091
C20 -3.712 -10.377 2.500  0.173
Br25 -4.581 -11.808 3.450  -0.036
Br26 -1.808 -10.391 2.768  -0.020
Br27 -4.170 -10.377 0.632  0.009
H23 -4.083 -9.451 2.915  -0.140
C21 -3.005 3.228 7.530  -0.316
Br28 -1.371 2.272 7.181  -0.004
Br29 -3.385 4.508 6.158  0.100
Br30 -4.484 2.026 7.811  -0.022
H24 -2.863 3.778 8.447  0.266
C22 11.935 -4.119 -0.300  -0.033
Br31 10.620 -3.259 0.812  0.059
Br32 13.385 -2.931 -0.729  -0.002
Br33 12.561 -5.758 0.486  -0.035
H25 11.446 -4.375 -1.228  0.012
C23 -0.404 4.979 -12.792  0.387
Br34 -0.568 3.509 -14.021  -0.002
Br35 0.972 6.209 -13.336  -0.018
Br36 -2.085 5.870 -12.518  0.002
H26 -0.104 4.568 -11.841  -0.386
C24 -0.055 -4.669 9.491  -0.329
Br37 1.455 -3.519 9.181  -0.020
Br38 -1.647 -3.982 8.658  -0.004
Br39 0.310 -6.476 8.943  -0.005
H27 -0.230 -4.685 10.556  0.332
C25 -5.473 -3.503 -3.721  -0.364
Br40 -7.269 -3.871 -3.141  -0.053
Br41 -5.413 -2.122 -5.049  -0.045
Br42 -4.350 -3.076 -2.225  0.006
H28 -5.084 -4.407 -4.163  0.405
C26 5.173 4.849 -9.090  -0.201
Br43 6.683 6.019 -9.317  -0.024
Br44 3.650 5.446 -10.099  0.023
Br45 5.618 3.022 -9.495  -0.002
H29 4.895 4.885 -8.047  0.200
C27 -7.773 -7.645 -2.286  -0.236
Br46 -9.276 -8.572 -1.525  -0.023
Br47 -6.641 -6.896 -0.927  0.135
Br48 -6.779 -8.765 -3.494  -0.020
H30 -8.164 -6.822 -2.865  0.176
C28 -7.742 -9.703 5.650  -0.384
Br49 -6.670 -10.606 6.969  -0.007
Br50 -6.724 -8.371 4.696  0.043
Br51 -8.602 -10.937 4.451  -0.007
H31 -8.523 -9.182 6.181  0.361
C29 8.747 2.262 4.244  -0.366
Br52 10.094 2.264 2.873  -0.052
Br53 7.670 3.853 4.177  -0.006
Br54 7.667 0.670 4.163  0.005
H32 9.257 2.257 5.195  0.351
C30 -5.305 7.797 7.859  -0.339
Br55 -4.423 6.570 9.057  -0.008
Br56 -4.072 9.080 7.132  0.000
Br57 -6.284 6.888 6.474  -0.006
H33 -6.024 8.342 8.449  0.336
C31 3.560 6.218 -1.520  -0.352
Br58 2.603 4.730 -0.757  0.113
Br59 5.428 6.182 -1.061  -0.017
Br60 3.286 6.320 -3.419  0.044
H34 3.148 7.118 -1.090  0.266
C32 10.562 5.100 -2.829  -0.372
Br61 9.139 5.917 -1.824  0.024
Br62 11.997 6.339 -3.157  -0.043
Br63 11.194 3.488 -1.993  -0.008
H35 10.155 4.822 -3.789  0.345